Entry 1:
Here is C2H6N5 as an isolated structure in a non-equilibrium geometry from OMol25. Energies are from ωB97M-V/def2-TZVPD.

max |F|	11.6	eV/A
energy	-353.007544	a.u.
<S²>	2.01
relative energy (zero: lowest compared OMol25 entry of this formula, charge and spin)	2.337	eV
Kohn-Sham gap (alpha / beta)	6.804 / 7.420	eV

Structure (ORCA input):
```
! RIJCOSX wB97M-V def2-TZVPD def2/J DEFGRID3
* xyz 1 3
C -2.62140 -0.71920 -0.06701
C 1.26826 -1.02936 0.11940
N -2.39026 0.62191 0.02157
N -1.46404 -1.43646 0.01689
N -1.11579 0.64138 0.04988
N -0.56752 -0.52685 0.02232
N -0.39813 1.78904 0.18806
H -3.64523 -1.12719 -0.13923
H 1.64974 -0.58857 0.97465
H 1.27233 -2.04298 0.39368
H 1.69340 -0.91933 -0.81315
H -0.92300 2.58093 0.31901
H 0.22387 2.11562 -0.58149
*
```

Mulliken population analysis, charges in e, atoms 1 to 2: 0.049 -0.523



Entry 2:
Here is one molecule with the formula C6H3FN2S in a non-equilibrium geometry from OMol25. Energies are from ωB97M-V/def2-TZVPD.

max |F|	5.0	eV/A
structure (SMILES)	N#CC1(C#N)CC=C(F)S1
energy	-837.907567	a.u.
relative energy (zero: lowest compared OMol25 entry of this formula, charge and spin)	2.518	eV
Kohn-Sham gap	8.553	eV

Structure (ORCA input):
```
! RIJCOSX wB97M-V def2-TZVPD def2/J DEFGRID3
* xyz 0 1
N 1.10787 -2.67523 1.38754
C 0.73465 -1.67243 1.08491
C 0.19202 -0.42152 0.70560
C 0.21848 0.37139 1.97767
N 0.23643 0.87718 2.98654
C 0.83098 0.21279 -0.51299
C -0.21284 0.77024 -1.45463
C -1.44747 0.41987 -1.06125
F -2.56367 0.83893 -1.65953
S -1.73976 -0.68984 0.21175
H 1.51277 -0.34415 -1.18285
H 1.33031 1.01558 -0.10237
H -0.19975 1.29717 -2.38039
*
```

Mulliken population analysis, charges in e, atoms 1 to 2: -0.338 -0.064



Entry 3:
Here is one molecule with the formula C3H6P2 in a non-equilibrium geometry from OMol25. Energies are from ωB97M-V/def2-TZVPD.

max |F|	3.0	eV/A
structure (SMILES)	C1=PCPC1
energy	-800.545091	a.u.
relative energy (zero: lowest compared OMol25 entry of this formula, charge and spin)	0.495	eV
Kohn-Sham gap	9.442	eV

Structure (ORCA input):
```
! RIJCOSX wB97M-V def2-TZVPD def2/J DEFGRID3
* xyz 0 1
C -0.25925 -0.72038 -1.11939
P -1.68750 -0.61031 -0.36252
C -1.09852 0.76791 0.76053
P 0.73328 0.66012 1.09204
C 1.05346 -0.17585 -0.51898
H -0.19486 -1.26973 -2.02972
H -1.15146 1.80903 0.27426
H -1.55892 0.86841 1.78231
H 0.67836 -0.64044 1.67129
H 1.61235 -1.05002 -0.32407
H 1.87306 0.36127 -1.22576
*
```

Mulliken population analysis, charges in e, atoms 1 to 2: -0.180 -0.106



Entry 4:
Here is C20H62AgFO20 as an isolated structure in a non-equilibrium geometry from OMol25. Energies are from ωB97M-V/def2-TZVPD.

max |F|	3.1	eV/A
energy	-2550.567481	a.u.
Kohn-Sham gap	8.876	eV

Structure (ORCA input):
```
! RIJCOSX wB97M-V def2-TZVPD def2/J DEFGRID3
* xyz 0 1
Ag -0.32751 0.32071 0.48209
F -2.98203 2.62797 -1.98980
C 1.62592 0.11024 -2.40385
O 1.02975 0.99531 -1.52037
H 2.69405 0.21027 -2.59672
H 1.46661 -0.95856 -2.26103
H 1.37381 0.52992 -3.37771
H 0.89960 1.85293 -1.93163
C 2.67696 4.80726 1.41378
O 4.02157 4.62110 0.90267
H 2.08202 5.44855 0.76348
H 2.23274 3.81323 1.46562
H 2.62540 5.22537 2.41908
H 4.64483 5.05033 1.49336
C 3.00099 0.43808 3.42632
C 2.36758 -0.41573 2.20304
O 1.83333 0.31471 1.12824
O 4.38810 0.77198 3.27053
H 2.94679 -0.14016 4.34871
H 2.44307 1.37326 3.47376
H 1.64133 -1.09603 2.64785
H 3.17424 -0.97681 1.73126
H 2.41808 0.34851 0.36764
H 4.89066 0.03429 3.62385
C -1.65325 3.76802 -5.13070
C -0.61338 2.81730 -4.44280
O -0.56634 2.93441 -3.08909
O -3.05348 3.57414 -4.73639
H -1.47019 3.67527 -6.20120
H -1.32262 4.77757 -4.88660
H 0.36610 2.99356 -4.88739
H -0.98438 1.83731 -4.74293
H -1.45165 2.96012 -2.71872
H -3.26085 3.41511 -3.81264
C 5.32049 -0.59823 -0.71034
C 6.19126 -0.27786 -1.87893
O 5.60202 -0.37264 -3.15200
O 4.40756 0.43008 -0.43786
H 5.97185 -0.80690 0.13836
H 4.79432 -1.51446 -0.97825
H 7.14425 -0.78675 -1.73424
H 6.48813 0.76814 -1.80253
H 6.04543 -1.04037 -3.68031
H 5.01868 1.12490 -0.18221
C 1.18736 -4.04009 -2.52024
C 1.37248 -4.32223 -1.00895
O 2.63025 -4.60157 -0.43576
O 2.19933 -3.17185 -2.95243
H 0.20085 -3.78338 -2.90623
H 1.31864 -4.96127 -3.08796
H 0.68381 -5.12645 -0.74998
H 0.93011 -3.41333 -0.60115
H 3.24795 -4.27095 -1.09207
H 1.87290 -2.77845 -3.76501
C -1.77085 -0.47745 7.19658
C -0.72532 0.22033 6.45318
O -0.77503 0.11777 5.10351
O -1.56323 -1.91243 6.86318
H -2.77925 -0.28438 6.83058
H -1.78432 -0.28535 8.26943
H 0.29934 -0.09289 6.65334
H -0.71393 1.27415 6.73147
H -1.02678 -0.79496 4.94494
H -2.33122 -2.41964 7.13619
C -2.66396 -0.70078 -2.42133
C -4.16791 -0.88002 -2.46883
O -4.75037 0.31146 -2.90998
O -2.34077 0.06549 -1.24352
H -2.25798 -0.09105 -3.22849
H -2.17439 -1.66924 -2.52383
H -4.56381 -1.22017 -1.51192
H -4.34601 -1.59853 -3.26891
H -4.21144 1.05830 -2.63909
H -2.53010 0.99232 -1.40709
C -1.86904 -1.93446 2.17902
C -2.65145 -0.61235 2.18253
O -1.86359 0.44706 2.46366
O -0.85240 -2.10800 1.20843
H -2.54173 -2.75767 1.93836
H -1.51491 -2.06207 3.20196
H -3.42114 -0.62215 2.95426
H -2.96964 -0.54207 1.14237
H -2.39178 1.20256 2.73167
H -0.31681 -2.77641 1.64198
C -0.82265 4.13991 0.41413
C -1.73641 5.29011 0.01526
O -2.15649 5.24408 -1.35125
O -1.59501 2.97114 0.35044
H -0.45939 4.18571 1.44079
H -0.12821 4.09386 -0.42476
H -1.20192 6.21108 0.24814
H -2.57005 5.33184 0.71627
H -2.38707 4.36613 -1.66373
H -2.17227 3.08731 -0.40776
C -2.45403 -5.56148 -0.13167
C -2.57671 -4.18667 -0.81431
O -3.65188 -3.50865 -0.34156
O -3.41031 -6.52737 -0.45410
H -2.51461 -5.47466 0.95317
H -1.44960 -5.92058 -0.35584
H -2.73463 -4.32290 -1.88417
H -1.65214 -3.61079 -0.77385
H -4.42203 -3.87696 -0.78066
H -4.12059 -6.29467 0.14836
*
```

Mulliken population analysis, charges in e, atoms 1 to 2: 0.593 -1.022



Entry 5:
Here is a 7-piece molecular cluster, C20H30N6OS overall from OMol25. Energies are from ωB97M-V/def2-TZVPD.

max |F|	0.8	eV/A
energy	-1581.956604	a.u.
relative energy (zero: lowest compared OMol25 entry of this formula, charge and spin)	0.000	eV
Kohn-Sham gap	8.825	eV

Structure (ORCA input):
```
! RIJCOSX wB97M-V def2-TZVPD def2/J DEFGRID3
* xyz 0 1
C 0.68204 -0.83357 0.72434
S 0.13659 0.82527 0.32880
O 0.56028 1.65658 1.48574
C -1.61319 0.47274 0.58417
H 0.15482 -1.61945 0.19087
H 0.50693 -0.97639 1.79459
H 1.76070 -0.87983 0.58392
H -2.19573 1.38088 0.47085
H -1.66508 0.15411 1.63034
H -1.96892 -0.34183 -0.04322
C -3.45154 -2.33936 3.20014
C -2.70544 -1.26392 3.86819
N -2.10421 -0.43903 4.39074
H -2.88287 -3.25947 3.31596
H -3.56410 -2.10391 2.14454
H -4.42865 -2.41552 3.66989
C -4.87858 1.58958 -3.53525
C -4.65540 1.57187 -2.09370
N -4.43397 1.58013 -0.96879
H -5.83163 1.12536 -3.77626
H -4.08789 1.00271 -4.00237
H -4.82737 2.61669 -3.88652
C 0.38763 4.74550 2.66220
C 1.80868 4.78097 2.97641
N 2.92894 4.78263 3.23028
H 0.24992 3.91924 1.96157
H 0.03728 5.70278 2.28801
H -0.17483 4.51159 3.56608
N 1.62958 -3.97748 2.57631
C 0.28670 -3.75652 2.43857
C -0.10382 -4.27534 1.23741
C 1.06597 -4.76917 0.59330
C 2.11180 -4.58437 1.45351
H 2.19280 -3.61396 3.32441
H -0.25033 -3.23656 3.21458
H -1.10333 -4.23349 0.83604
H 1.08715 -5.24678 -0.37172
H 3.16526 -4.73028 1.29352
N 5.82049 -3.04054 -0.63410
C 6.22448 -2.31316 -1.72126
C 5.50554 -1.15606 -1.74015
C 4.64713 -1.16746 -0.60421
C 4.84506 -2.35305 0.04464
H 6.17283 -3.93332 -0.34147
H 7.03072 -2.68348 -2.33103
H 5.58741 -0.37717 -2.47848
H 3.96455 -0.38652 -0.31337
H 4.45184 -2.74354 0.96628
N -2.51470 4.47885 -3.03809
C -2.03370 3.44566 -2.27311
C -1.20231 2.69634 -3.06422
C -1.20129 3.27892 -4.36523
C -2.01501 4.38386 -4.30935
H -3.11645 5.23086 -2.75792
H -2.34286 3.38514 -1.24549
H -0.73693 1.76046 -2.80031
H -0.64170 2.94006 -5.22020
H -2.27130 5.03173 -5.13036
*
```

Mulliken population analysis, charges in e, atoms 1 to 2: -0.710 0.613



Entry 6:
Here is C8H8N2O3S as an isolated structure in a non-equilibrium geometry from OMol25. Energies are from ωB97M-V/def2-TZVPD.

max |F|	4.9	eV/A
energy	-1042.845226	a.u.
<S²>	2.05
relative energy (zero: lowest compared OMol25 entry of this formula, charge and spin)	1.722	eV
Kohn-Sham gap (alpha / beta)	6.450 / 5.592	eV

Structure (ORCA input):
```
! RIJCOSX wB97M-V def2-TZVPD def2/J DEFGRID3
* xyz 0 3
C 0.17490 2.34299 1.14475
C 0.18120 1.16973 1.95558
C 0.48331 2.33280 -0.20825
C 0.17239 -0.05991 1.35627
C 0.59975 1.08919 -0.81888
C 0.37357 -0.11879 -0.00589
C 1.04689 -0.58711 -2.03134
C 0.46436 -2.54062 -0.41131
N 0.97639 0.67525 -2.07881
N 0.70760 -1.22883 -0.81794
O -2.05291 1.50241 0.40544
O -2.22923 -0.92192 0.91131
O -1.98786 -0.25444 -1.36842
S -1.86307 0.13072 0.01841
H -0.11869 3.15257 1.78912
H -0.03941 1.23519 3.06826
H 0.61501 3.14411 -1.07162
H 0.20054 -1.00971 1.90722
H 1.33103 -1.14661 -2.87701
H -0.65339 -2.86059 -0.84540
H 1.14535 -3.36148 -0.78555
H 0.47226 -2.68494 0.76407
*
```

Mulliken population analysis, charges in e, atoms 1 to 2: -0.832 -0.112



Entry 7:
Here is a 4-piece molecular cluster, C2H13N2O3 overall in a non-equilibrium geometry from OMol25. Energies are from ωB97M-V/def2-TZVPD.

max |F|	2.8	eV/A
energy	-419.003873	a.u.
relative energy (zero: lowest compared OMol25 entry of this formula, charge and spin)	0.668	eV
Kohn-Sham gap	11.445	eV

Structure (ORCA input):
```
! RIJCOSX wB97M-V def2-TZVPD def2/J DEFGRID3
* xyz 1 1
C 2.04617 0.02735 -0.70854
N 0.59217 -0.28877 -0.79216
C -0.29067 0.48794 -0.20461
N -1.47541 -0.08667 -0.01471
H 2.63757 -0.87250 -0.57339
H 2.13238 0.68619 0.14788
H 2.36729 0.48077 -1.64069
H 0.29969 -1.23682 -1.01633
H -0.10158 1.49187 0.12223
H -1.52729 -1.05885 -0.28145
H -2.29368 0.37732 0.32895
H -0.45134 -3.50794 -1.38372
H 0.81058 -3.66653 -0.57726
O -0.05661 -3.24207 -0.54195
H 0.74419 0.36818 2.39785
H 1.10271 0.83261 3.79804
O 0.86631 1.16664 2.92531
H -2.37986 3.13465 -0.03855
H -2.74941 2.57201 -1.37660
O -2.27322 2.33462 -0.57031
*
```

Mulliken population analysis, charges in e, atoms 1 to 2: -0.876 -0.073